No. 1
C25H27Cl2DyN6OS | ωB97M-V with the def2-TZVPD basis set

max |F|: 3.16 eV/Å
E_HOMO (spin up / spin down): -12.733 / -12.736 eV
molar mass: 693.0 g/mol
total charge: +2
LUMO level (spin up / spin down): -0.20497 / -0.20330 hartree
spin multiplicity: 6
⟨S²⟩: 9.339

Each line ends with the Löwdin charge.
CARTESIAN COORDINATES (ANGSTROEM)
Dy  0.1493  0.0892  0.0224  1.7300
C  -0.7507  0.2684  3.0544  -0.0452
N  -1.6539  0.1721  1.8338  -0.3541
C  -2.5248  -1.0012  1.9723  -0.0650
C  -2.4674  1.3694  1.7182  -0.2310
C  -1.6897  2.6373  1.4926  -0.1515
N  -0.8137  2.5510  0.2447  -0.3442
C  -1.5802  2.3119  -0.9501  -0.1430
C  -0.0567  3.8166  0.1355  -0.0437
H  -1.3945  0.2891  3.9573  0.1183
H  -0.1389  1.1741  3.0668  0.0832
H  -0.1935  -0.6375  3.2406  0.0872
H  -3.1399  -0.8468  2.8925  0.1170
H  -1.9864  -1.9507  1.9988  0.0935
H  -3.3031  -1.0294  1.1994  0.0983
H  -3.0371  1.5134  2.6260  0.1344
H  -3.3178  1.3127  0.9883  0.1471
H  -0.9996  2.7685  2.3237  0.1090
H  -2.3764  3.5344  1.4487  0.1625
H  -2.4268  3.0322  -1.0760  0.1307
H  -2.0162  1.2751  -1.0887  0.0868
H  -0.9650  2.4633  -1.8534  0.0911
H  -0.6961  4.7001  0.2061  0.1115
H  0.4542  3.8478  -0.7973  0.0831
H  0.4782  3.8975  0.9969  0.0583
Cl  0.4010  -4.7029  1.8216  0.7680
C  1.5150  -3.4477  2.1640  -0.5911
C  2.5897  -3.8089  2.9582  -0.1295
C  3.5824  -2.9476  3.2853  -0.5920
Cl  5.0244  -3.3640  4.0733  0.7831
C  3.5045  -1.5428  2.7400  -0.1481
C  4.4968  -0.5919  3.0087  0.0291
C  4.2136  0.7132  2.5270  -0.0224
C  3.0797  1.0274  1.8005  -0.1408
N  2.1915  0.1057  1.5052  -0.0151
C  2.4400  -1.1767  1.9287  -0.1566
C  1.4565  -2.1994  1.5402  -0.3678
O  0.4825  -1.7993  0.7710  -0.3003
H  2.6712  -4.8408  3.2124  0.1104
H  5.3733  -0.7916  3.6829  0.1239
H  4.9816  1.4058  2.8050  0.1088
H  2.9175  2.0493  1.4158  0.1196
N  -0.6840  -0.1946  -4.4001  0.2060
C  -1.7164  -1.0425  -4.0437  -0.1889
C  -2.7643  -1.5697  -4.8024  0.0120
C  -3.6292  -2.5136  -4.1985  -0.0380
C  -3.4206  -2.8291  -2.8524  -0.0710
C  -2.3902  -2.2886  -2.1088  -0.0153
C  -1.5065  -1.4091  -2.7177  -0.2225
N  -0.3660  -0.7486  -2.2418  0.0341
C  0.0711  -0.0669  -3.2748  -0.2809
C  1.2541  0.7811  -3.0986  -0.3398
C  1.8855  1.3782  -4.1200  -0.3054
S  3.2505  2.2660  -3.5818  1.1393
C  2.8678  1.8733  -1.9934  -0.4416
N  1.8158  1.0623  -1.8719  -0.0545
H  -0.6609  0.3899  -5.2623  0.2038
H  -2.9729  -1.2046  -5.8018  0.1180
H  -4.4572  -3.0248  -4.8161  0.1509
H  -4.0308  -3.5352  -2.3105  0.1142
H  -2.1567  -2.6146  -1.0932  0.1182
H  1.7157  1.3334  -5.2014  0.1034
H  3.4205  2.3114  -1.1022  0.1142

=====

No. 2
C25H27Cl2PPb | ωB97M-V with the def2-TZVPD basis set

max |F|: 2.52 eV/Å
E_HOMO: -5.217 eV
molar mass: 636.6 g/mol
total charge: 0
LUMO level: -0.04371 hartree
spin multiplicity: 1

Each line ends with the natural charge from an NBO analysis.
CARTESIAN COORDINATES (ANGSTROEM)
Pb  2.0852  -0.5915  -2.7562  0.6683
Cl  0.9238  -2.7524  -3.2463  -0.6599
Cl  0.6493  1.2988  -0.0629  -0.1455
C  3.5525  -1.5968  -1.7372  -1.2785
H  4.3077  -1.1226  -1.0817  0.1555
H  3.5520  -2.7058  -1.7889  0.1991
C  -1.0066  1.1548  -3.8036  -0.2322
C  0.1180  0.8915  -4.4033  -0.1690
H  -1.0317  1.7314  -2.8711  0.1805
C  0.2182  0.0505  -5.6589  -0.4682
H  1.0521  1.3991  -4.1006  0.2195
C  -1.1252  -0.0374  -6.4098  -0.3857
H  0.9900  0.4535  -6.3304  0.2082
H  0.5242  -0.9803  -5.3999  0.2443
C  -2.2810  -0.3096  -5.4456  -0.3972
H  -1.3073  0.9052  -6.9417  0.1861
H  -1.0771  -0.8291  -7.1679  0.2054
C  -2.3597  0.7031  -4.2823  -0.4279
H  -3.2279  -0.3094  -5.9962  0.1969
H  -2.1521  -1.3115  -5.0148  0.2087
H  -2.9716  1.5662  -4.6014  0.1967
H  -2.9200  0.2393  -3.4539  0.1988
C  -0.9654  3.7737  4.6636  -0.1667
C  0.0349  4.0103  3.7127  -0.2057
C  0.3984  3.0096  2.8115  -0.1761
C  -0.2481  1.7610  2.8570  -0.3635
C  -1.2349  1.5149  3.8324  -0.2030
C  -1.5934  2.5258  4.7260  -0.2097
P  0.2911  0.4461  1.7717  1.5321
C  1.8169  -0.2649  2.3715  -0.3903
C  2.9694  -0.3539  1.5728  -0.1665
C  4.1177  -0.9702  2.0675  -0.1936
C  4.1446  -1.4659  3.3761  -0.1652
C  3.0167  -1.3392  4.1932  -0.2085
C  1.8559  -0.7427  3.7000  -0.2083
C  -1.0062  -0.7546  1.5282  -0.3777
C  -0.7613  -2.1332  1.6851  -0.1750
C  -1.8170  -3.0389  1.5714  -0.1906
C  -3.1076  -2.5850  1.2787  -0.1579
C  -3.3477  -1.2176  1.0956  -0.2112
C  -2.3034  -0.3023  1.2147  -0.1793
H  -1.2525  4.5614  5.3610  0.2289
H  0.5346  4.9793  3.6744  0.2320
H  1.1734  3.1938  2.0665  0.2368
H  -1.7222  0.5394  3.8879  0.2338
H  -2.3652  2.3310  5.4723  0.2300
H  2.9620  0.0395  0.5569  0.2678
H  4.9980  -1.0657  1.4296  0.2453
H  5.0453  -1.9491  3.7570  0.2274
H  3.0324  -1.7123  5.2178  0.2251
H  0.9745  -0.6538  4.3393  0.2202
H  0.2481  -2.4836  1.9062  0.2427
H  -1.6291  -4.1045  1.7151  0.2337
H  -3.9290  -3.2973  1.1948  0.2295
H  -4.3541  -0.8620  0.8693  0.2307
H  -2.4896  0.7643  1.0764  0.2290

=====

No. 3
C25H27Cl4F24N2O7S2 | ωB97M-V with the def2-TZVPD basis set

max |F|: 1.36 eV/Å
E_HOMO: -11.915 eV
molar mass: 1129.4 g/mol
total charge: +1
LUMO level: -0.11146 hartree
spin multiplicity: 1

Each line ends with the Löwdin charge.
CARTESIAN COORDINATES (ANGSTROEM)
C  0.6980  3.3657  0.6206  -0.1081
S  -0.6512  2.9024  -0.4259  0.6709
O  -1.8836  3.0724  0.2950  -0.2782
O  -0.4723  3.5849  -1.6772  -0.2802
C  -0.3866  1.1204  -0.6751  -0.2169
C  -0.0940  0.5300  0.7389  -0.0777
C  -0.3213  -0.9846  1.0458  -0.1896
C  -1.4734  -1.3178  2.0605  -0.0805
C  -1.9707  -0.1643  2.9093  -0.1997
O  -2.7568  0.7262  2.1119  -0.0508
C  0.9968  -1.5411  1.6347  -0.3406
F  0.8225  -2.8902  1.7781  0.1214
F  2.0399  -1.3397  0.8012  0.1527
C  1.5145  -1.1104  3.0646  -0.3069
F  0.6204  -1.4358  4.0175  0.1730
F  2.6051  -1.9046  3.2189  0.1572
C  2.0496  0.3134  3.3372  -0.3148
F  2.8931  0.6764  2.3666  0.1655
F  1.0017  1.1857  3.2861  0.1240
C  2.6987  0.5755  4.7590  -0.3209
F  1.6503  0.7725  5.5821  0.1615
F  3.3484  1.7410  4.6367  0.1688
C  3.6141  -0.4264  5.5595  -0.3028
F  2.8232  -1.4739  5.8565  0.1519
F  3.8392  0.2413  6.7033  0.1622
C  5.0382  -1.0307  5.1198  -0.3181
F  4.8297  -2.3322  4.8613  0.1557
F  5.8150  -0.9510  6.2088  0.1644
C  5.9492  -0.5357  3.9391  -0.3300
F  5.3975  -0.8309  2.7580  0.1615
F  7.0442  -1.3102  4.0701  0.1609
C  6.4623  0.9525  3.9477  -0.5655
F  5.8247  1.6624  3.0275  0.1814
F  6.2695  1.4974  5.1427  0.1930
F  7.7431  0.9834  3.6632  0.2118
C  -0.7119  -1.6244  -0.3075  -0.3711
O  0.3282  -1.4996  -1.2243  0.0400
S  -1.0192  -3.4697  -0.4250  0.8642
O  -1.5809  -3.6412  -1.7404  -0.2667
O  -1.7441  -3.9647  0.7049  -0.2273
C  0.6377  -4.4225  -0.5835  -0.4379
F  1.7446  -3.6996  -0.4435  0.1505
F  0.5624  -5.3224  0.3977  0.1523
C  0.7186  -5.1593  -1.9521  -0.3832
F  0.5936  -4.2643  -2.9530  0.1467
F  -0.2393  -6.0813  -2.0228  0.1853
C  2.1065  -5.8598  -2.1512  -0.5701
F  3.0491  -4.9648  -2.3974  0.2005
F  2.4400  -6.5810  -1.0936  0.2091
F  1.9838  -6.6542  -3.2045  0.2059
N  -1.9259  -0.8023  -0.7230  0.0478
C  -3.1808  -1.5206  -1.2137  -0.1664
N  -4.3097  -0.7317  -0.7658  0.0625
C  -1.4554  0.3906  -1.5594  -0.1692
C  -2.5931  1.2307  -2.1292  -0.1485
C  -2.1326  1.9190  -3.4397  -0.1827
C  -2.9284  3.1965  -3.7435  -0.1546
C  -2.0936  4.3753  -4.2576  -0.2586
O  -2.3617  5.5673  -3.5163  -0.0654
H  0.4081  3.2353  1.6585  0.0736
H  1.5859  2.7731  0.4081  0.0812
H  0.8936  4.4093  0.3873  0.0881
H  0.5454  1.0737  -1.2384  0.1411
H  0.9556  0.7412  0.9039  0.0989
H  -0.6196  1.1382  1.4638  0.0887
H  -2.3535  -1.6759  1.5221  0.1126
H  -1.2067  -2.1716  2.6772  0.1296
H  -2.5821  -0.5670  3.7190  0.1413
H  -1.1780  0.4082  3.3760  0.1131
H  -3.6593  0.3902  2.0670  0.0987
H  0.0576  -1.8244  -2.0996  0.1334
H  -2.3126  -0.3287  0.1105  0.1409
H  -3.2204  -2.5056  -0.7662  0.1031
H  -3.1569  -1.6235  -2.2928  0.1471
H  -5.1222  -0.9364  -1.3332  0.1095
H  -4.5362  -0.9682  0.1933  0.0875
H  -0.9667  0.0018  -2.4498  0.1512
H  -3.4124  0.5915  -2.4430  0.1005
H  -3.0181  1.9291  -1.4164  0.1061
H  -1.0639  2.1206  -3.4357  0.0948
H  -2.3138  1.1983  -4.2409  0.1175
H  -3.6864  2.9532  -4.4916  0.1040
H  -3.4814  3.5408  -2.8700  0.1181
H  -2.3511  4.6068  -5.2876  0.0583
H  -1.0291  4.1518  -4.1902  0.1074
H  -1.7216  5.6189  -2.7993  0.0707
C  -4.1873  4.1993  -8.5523  -2.0609
Cl  -5.5454  3.4562  -7.6990  0.5151
Cl  -2.6750  3.6926  -7.7807  0.5305
Cl  -4.1898  3.6792  -10.2345  0.5376
Cl  -4.3238  5.9519  -8.4651  0.5413